21
Properties=species:S:1:pos:R:3:forces:R:3:lowdin_charge:R:1 method="wB97M-V/def2-TZVPD" total_energy_ha=-308.30493 spin_multiplicity=2 charge=-1 homo_energy_ev="1.228 / -5.255" gap_ev="2.8686 / 9.2103" lumo_ev="4.1 / 4.0" relative_energy_kcal_mol=36.5
N -0.63257 -0.99226 -1.37441 -1.5 1.3 -0.6 0.00
C -0.19955 -0.71334 0.01959 0.1 2.8 0.7 -0.48
C -0.58544 0.71839 0.59783 1.8 -0.9 1.0 -0.23
C -0.02959 2.03882 -0.00277 -1.0 0.1 -0.1 -0.35
C 1.44847 2.04489 -0.58646 -1.7 0.8 0.4 -0.34
C -0.78375 -1.79263 0.95793 1.1 0.6 -3.1 -0.29
N -0.09559 -2.94241 0.41545 0.4 -2.5 0.6 -0.05
H 0.05555 -0.86712 -2.11245 1.1 -0.3 0.5 -0.01
H -1.27716 -0.26352 -1.77068 0.1 -0.8 1.3 0.05
H 0.89230 -0.84000 0.01743 -0.2 0.3 0.3 0.09
H -0.13583 0.82153 1.69418 -1.2 -1.0 -1.8 0.11
H -1.68654 0.64176 0.60305 0.2 0.8 0.3 0.09
H -0.75085 2.43014 -0.70762 -0.1 -0.1 -0.8 0.05
H -0.25289 2.76474 0.84751 1.2 -0.5 -0.9 0.09
H 2.03217 2.03639 0.31504 1.0 -0.5 0.2 0.00
H 1.62340 3.05899 -1.01536 0.0 -0.7 0.0 0.02
H 1.70814 1.24247 -1.33555 -0.4 0.7 1.0 0.01
H -1.85013 -1.77778 0.81407 -0.6 -0.5 -0.1 0.09
H -0.57478 -1.74372 1.99202 0.4 0.7 1.2 0.08
H 0.66196 -3.15236 1.05395 -0.1 -0.3 0.3 0.04
H 0.43267 -2.71299 -0.42274 -0.7 0.0 -0.1 0.02

=====

21
Properties=species:S:1:pos:R:3:forces:R:3:lowdin_charge:R:1 method="wB97M-V/def2-TZVPD" total_energy_ha=-308.29083 spin_multiplicity=2 charge=-1 homo_energy_ev="1.428 / -5.039" gap_ev="2.4620 / 8.8071" lumo_ev="3.9 / 3.8" relative_energy_kcal_mol=45.3
N 0.15092 1.73712 -0.08492 0.3 -1.0 -2.5 -0.01
C -2.60030 0.81758 -1.23842 1.0 2.9 0.9 -0.18
C -1.86560 0.15281 -0.07010 2.1 2.0 -2.0 -0.24
C -0.29049 0.34222 -0.36888 -1.5 0.7 0.7 -0.41
C 0.50782 -0.72780 0.33276 1.5 0.8 2.3 -0.37
N 1.90947 -0.95823 -0.11365 -2.2 0.8 0.3 -0.13
C 2.61778 -1.60632 1.03693 -0.7 2.6 -0.7 -0.37
H -0.04170 2.17025 0.77567 -0.1 -0.1 1.4 -0.02
H 1.12539 1.87985 -0.37369 -0.5 0.1 0.4 0.00
H -2.30156 0.38798 -2.14754 -0.1 -0.7 -1.5 0.03
H -3.67071 0.86821 -1.07444 -0.3 -0.2 -0.3 0.05
H -2.21560 1.96047 -1.29114 -0.8 -2.5 0.2 0.11
H -2.16354 0.86742 0.66175 0.0 -0.6 1.9 0.07
H -2.03439 -0.90697 0.00076 -0.5 -0.2 0.6 0.08
H -0.28062 0.25423 -1.46843 0.6 -0.3 0.3 0.12
H 0.54961 -0.55073 1.48030 -0.2 0.6 -1.5 0.10
H 0.03005 -1.64675 0.38394 -1.2 -2.0 -0.7 0.05
H 2.15251 0.02929 -0.35057 1.1 -1.2 0.7 0.04
H 3.51655 -1.87498 0.58674 1.7 -1.5 -0.2 0.01
H 2.91030 -0.84512 1.77809 -0.3 -0.1 0.2 0.02
H 1.99409 -2.35053 1.54484 0.3 -0.1 -0.5 0.05

=====

21
Properties=species:S:1:pos:R:3:forces:R:3:lowdin_charge:R:1 method="wB97M-V/def2-TZVPD" total_energy_ha=-308.31098 spin_multiplicity=2 charge=-1 homo_energy_ev="1.355 / -4.374" gap_ev="2.4236 / 8.0015" lumo_ev="3.8 / 3.6" relative_energy_kcal_mol=32.7
C -0.13089 0.97836 0.53264 1.7 -2.6 0.8 -0.26
C 1.16502 0.67202 -0.31365 -0.5 0.3 -1.0 -0.47
C 2.12176 1.87102 -0.17029 -0.3 -1.3 1.0 -0.13
C 0.87952 0.43747 -1.81028 -1.6 2.5 -0.5 -0.16
N -1.08519 -0.07745 0.41268 -1.5 0.6 -0.1 -0.10
C -0.90314 -1.45017 0.81804 0.4 -1.1 -0.7 -0.61
N -2.08844 -2.25757 0.55489 -1.5 -0.6 0.7 -0.10
H -0.61442 1.94430 0.46841 0.1 0.3 -0.6 0.11
H 0.34287 0.92058 1.54653 -0.6 0.3 -0.1 0.10
H 1.59649 -0.26143 0.13103 -0.2 0.8 -0.2 0.11
H 3.12740 1.48166 -0.38067 0.0 0.8 0.0 0.07
H 1.99552 2.08246 0.90174 0.7 0.5 -0.1 0.06
H 1.82899 2.76328 -0.74403 0.2 -0.5 0.0 0.07
H 0.35835 1.52519 -2.06254 1.2 -2.6 -0.2 0.11
H 1.78231 0.29943 -2.45789 -0.7 0.2 0.7 0.05
H 0.11589 -0.33897 -2.06036 0.7 0.5 0.5 0.04
H -1.95489 0.11864 -0.05031 0.1 -0.2 0.0 0.09
H -0.11862 -1.93937 0.16104 -0.2 0.5 1.0 0.05
H -0.66570 -1.51919 1.88080 0.6 0.2 0.0 0.04
H -2.58880 -2.71354 1.36709 0.9 1.5 -0.3 -0.01
H -1.83759 -3.11951 0.09676 0.5 -0.1 -0.8 -0.06

=====

21
Properties=species:S:1:pos:R:3:forces:R:3:lowdin_charge:R:1 method="wB97M-V/def2-TZVPD" smiles=CC(C)CNCN total_energy_ha=-308.32724 homo_energy_ev=-8.704 gap_ev=9.8578 lumo_ev=1.2 relative_energy_kcal_mol=60.1
C 0.32775 2.57274 0.60483 -3.0 -1.0 1.3 -0.08
C -0.45493 1.27752 0.26161 -0.3 -1.6 1.0 -0.37
C -1.41752 1.46259 -0.97107 2.4 -0.1 2.0 -0.05
C 0.48858 0.08237 -0.06290 -3.7 -3.2 -0.1 -0.16
N 0.63475 -1.07068 0.96779 -1.5 1.8 -1.4 -0.05
C 0.03125 -2.23763 0.43929 -1.4 -1.7 -1.0 -0.35
N 0.74136 -2.90133 -0.72389 0.2 2.5 -0.1 -0.01
H -0.34198 3.45377 0.63293 0.4 -0.4 0.1 0.09
H 0.75485 2.38415 1.55666 0.3 0.3 1.3 0.06
H 1.14219 2.74599 0.00984 1.8 0.4 -2.1 0.04
H -1.01519 0.83735 1.19201 0.6 1.4 -1.6 0.15
H -1.04651 2.29319 -1.51834 -0.6 1.3 -0.4 0.07
H -2.36565 1.42532 -0.54341 -2.0 0.8 -0.1 0.06
H -1.30716 0.66673 -1.63866 0.0 -1.5 -0.9 0.04
H -0.09099 -0.53332 -0.86959 1.3 1.4 1.2 0.10
H 1.26808 0.48758 -0.59624 2.9 0.3 -0.7 0.08
H 1.47409 -1.26839 1.42255 1.7 0.2 0.5 0.07
H -1.01157 -1.90362 0.08011 1.4 -0.8 0.4 0.12
H -0.12698 -3.14955 1.09887 0.1 1.8 0.4 0.12
H 0.56057 -3.84989 -0.62127 -0.2 -2.1 -0.1 0.01
H 1.75499 -2.77489 -0.72111 -0.4 0.1 0.3 0.06